# C14H16N4O4

One molecule with the formula C14H16N4O4 in a non-equilibrium geometry (ωB97M-V/def2-TZVPD, OMol25).

Last column: Mulliken charge in e.
CARTESIAN COORDINATES (ANGSTROEM)
C 3.49132 2.00192 -0.27021  -0.398
H 4.04181 2.83966 -0.69326  0.336
O 4.21286 1.59081 0.86756  -0.433
C 3.63283 0.51718 1.56033  -0.410
C 2.35868 0.89747 2.33063  -0.630
H 2.40029 1.95503 2.60496  0.327
H 2.26675 0.28258 3.23100  0.461
O 1.19055 0.70861 1.53811  -0.220
C 0.33267 -0.26125 1.92518  0.434
O 0.51370 -0.92596 2.92153  -0.732
C -0.79681 -0.36076 1.00011  -0.518
C -1.82014 -1.24006 1.16551  0.783
N -2.85470 -1.28860 0.26393  -0.050
C -2.96593 -0.34774 -0.71446  0.603
N -3.96657 -0.11217 -1.53682  -0.788
C -3.52261 0.95734 -2.23547  -0.257
N -2.33218 1.37951 -1.89037  -1.474
N -1.97507 0.53993 -0.90505  0.906
C -0.69848 0.52505 -0.23195  0.828
C 0.35804 0.00277 -1.16826  0.417
C 0.96965 0.58392 -2.23907  -0.650
C 1.84156 -0.39738 -2.77165  -0.542
C 1.69006 -1.49696 -1.98628  -0.620
O 0.78893 -1.26754 -1.01656  -0.326
H 2.14613 -2.46675 -2.00985  0.507
H 2.48773 -0.29303 -3.61883  0.458
H 0.81166 1.57885 -2.59946  0.586
H -0.44707 1.55884 0.03826  0.293
H -4.10198 1.42107 -3.00579  0.458
H -3.63394 -1.90966 0.41531  0.305
C -1.96955 -2.21067 2.28759  -1.753
H -2.05332 -3.21978 1.88611  0.415
H -2.87744 -1.99037 2.84838  0.407
H -1.11667 -2.15996 2.95429  0.339
H 3.40173 -0.31181 0.87471  0.297
H 4.39564 0.19252 2.27127  0.328
H 2.47617 2.32070 -0.01484  0.155
H 3.42856 1.19364 -1.00828  0.159

**Calculated total energy**: -28927.0927 eV
**Orbital gap**: 9.280 eV
**Structure (SMILES)**: COCCOC(=O)C1=C(C)Nc2ncnn2[C@@H]1c1ccco1
**Multiplicity**: 1
**Total charge**: 0
**ΔE to the lowest compared entry with this formula, charge and spin**: 39.4 kcal per mole
**Molecular weight**: 304.3 g mol⁻¹

# C12H18OSi

A 2-piece molecular cluster, C12H18OSi overall in a non-equilibrium geometry (ωB97M-V/def2-TZVPD, OMol25).

Last column: Mulliken charge in e.
CARTESIAN COORDINATES (ANGSTROEM)
C 0.96295 -0.26296 -3.73528  -0.520
C 0.92314 0.96926 -2.98261  -0.562
C 0.03619 -1.24265 -3.55579  -0.674
C -0.08973 1.12484 -2.11320  -0.801
C -0.94318 -1.13615 -2.64375  -0.913
C -1.00550 0.05764 -1.82265  1.462
C -0.72245 -1.70630 1.61466  -0.607
C -0.39633 -0.60022 1.01795  0.172
C 0.14728 2.45928 0.87470  -1.321
C 2.54544 0.52696 0.01973  -1.085
C 1.23138 0.46653 2.85185  -1.196
C -2.04069 0.36957 -0.91242  -0.469
O -3.21631 -0.31364 -0.86206  -0.470
Si 0.96688 0.60843 1.02518  0.428
H 1.71649 -0.26298 -4.51711  0.359
H 1.70440 1.64949 -3.16495  0.572
H 0.07832 -2.09620 -4.12110  0.504
H -0.12453 1.99359 -1.46389  0.519
H -1.65221 -1.92201 -2.53091  0.299
H -0.07034 -2.43578 2.06387  0.272
H -1.54294 -2.22494 1.13856  0.290
H 0.49781 2.86711 -0.11029  0.362
H -0.93941 2.40313 0.87531  0.357
H 0.55585 2.98132 1.68562  0.488
H 3.31410 0.91995 0.63518  0.454
H 2.90024 -0.45218 -0.28612  0.360
H 2.53501 1.09831 -0.92548  0.260
H 1.45857 -0.57149 3.40505  0.281
H 2.23254 0.93873 3.01877  0.287
H 0.49486 1.00751 3.40842  0.322
H -2.02469 1.15095 -0.18918  0.282
H -3.11119 -1.05164 -1.49699  0.286

**Calculated total energy**: -22656.2864 eV
**Orbital gap (spin up / spin down)**: 7.512 / 7.051 eV
**Multiplicity**: 1
**Total charge**: 0
**ΔE to the lowest compared entry with this formula, charge and spin**: 140.7 kcal per mole
**Molecular weight**: 206.4 g mol⁻¹

# C15H21N3O2S

One molecule with the formula C15H21N3O2S in a non-equilibrium geometry (ωB97M-V/def2-TZVPD, OMol25).

Last column: Mulliken charge in e.
CARTESIAN COORDINATES (ANGSTROEM)
C -5.21597 -0.22092 -0.16940  -1.456
H -6.20880 0.12416 0.10441  0.418
H -5.18114 -1.30450 -0.10161  0.330
H -5.00913 0.06757 -1.19655  0.346
C -4.17221 0.38031 0.76598  0.701
C -4.46589 0.02030 2.22362  -1.371
H -4.47616 -1.06048 2.33848  0.299
H -3.70472 0.43049 2.88351  0.355
H -5.43178 0.42003 2.51936  0.416
O -2.90611 -0.13712 0.36360  -0.367
C -1.79345 0.67000 0.63865  -0.313
C -1.55441 1.75119 -0.43782  0.283
C -1.46484 1.14443 -1.85298  -1.067
H -1.72977 1.91845 -2.57409  0.478
H -2.19640 0.33849 -1.91469  0.419
C -0.07916 0.60883 -2.24593  -0.680
C 0.26434 -0.65026 -1.53878  0.429
N -0.32143 -1.78325 -1.74569  -0.806
N 0.21967 -2.65054 -0.86208  0.090
C 1.15533 -2.06388 -0.07390  0.269
S 2.03778 -2.75565 1.11948  -0.414
N 1.19709 -0.75706 -0.52651  0.436
C 2.04965 0.24688 -0.02256  -0.709
C 2.91141 0.92059 -0.88104  0.276
C 3.73601 1.91052 -0.37849  -0.898
C 3.71442 2.21771 0.97204  -0.433
C 2.87077 1.52890 1.82699  -0.766
C 2.03287 0.54391 1.33561  0.121
H 1.38131 -0.00584 1.99682  0.436
H 2.86270 1.75593 2.88167  0.378
H 4.36439 2.98702 1.35939  0.405
H 4.40524 2.43437 -1.04373  0.387
H 2.94662 0.65345 -1.92698  0.512
H -0.08820 -3.60666 -0.80955  0.183
H -0.09708 0.39571 -3.31624  0.448
H 0.67362 1.37496 -2.05566  0.366
O -0.45298 2.55943 -0.09649  -0.633
H 0.30406 1.99751 0.11192  0.186
H -2.41036 2.43668 -0.42985  0.521
H -0.93864 -0.01066 0.67806  -0.078
H -1.87800 1.16401 1.61598  0.295
H -4.17349 1.47472 0.65652  0.209

**Calculated total energy**: -35296.3537 eV
**Orbital gap**: 8.670 eV
**Structure (SMILES)**: CC(C)OC[C@@H](O)CCc1n[nH]c(=S)n1-c1ccccc1
**Multiplicity**: 1
**Total charge**: 0
**ΔE to the lowest compared entry with this formula, charge and spin**: 45.0 kcal per mole
**Molecular weight**: 307.4 g mol⁻¹

# C10H8O2

One molecule with the formula C10H8O2 in a non-equilibrium geometry (ωB97M-V/def2-TZVPD, OMol25).

Last column: Mulliken charge in e.
CARTESIAN COORDINATES (ANGSTROEM)
C 1.84515 -2.25962 -0.68177  -1.247
C 0.60082 -1.49676 -0.00911  0.797
C -0.18498 -1.90346 0.96313  -0.762
C -1.13665 -0.81712 1.68184  0.503
C -0.45651 0.73123 -0.03620  0.764
C -0.93877 2.05084 -0.35815  -0.558
C 0.00415 2.67143 -1.31188  -0.462
C 0.81317 1.76950 -2.05339  -0.371
C 1.17464 0.57795 -1.65844  -0.363
C 0.44597 -0.05981 -0.53389  0.347
H 1.93264 -2.57358 -1.85735  0.268
H 2.73506 -1.71018 -0.63547  0.381
H 1.84701 -3.31640 -0.22814  0.305
H 0.13957 -2.76971 1.46049  0.425
H -1.91193 2.56263 0.05623  0.304
H 0.18725 3.70938 -1.66932  0.324
H 1.48125 2.08414 -3.00779  0.209
H 2.20639 0.13414 -2.05741  0.106
O -1.44736 -1.01379 2.92474  -0.618
O -1.25503 0.30060 1.06601  -0.352

**Calculated total energy**: -14590.8010 eV
**Orbital gap**: 9.163 eV
**Structure (SMILES)**: Cc1cc(=O)oc2ccccc12
**Multiplicity**: 1
**Total charge**: 0
**ΔE to the lowest compared entry with this formula, charge and spin**: 97.7 kcal per mole
**Molecular weight**: 160.2 g mol⁻¹

# C11H27BrHfNO8

C11H27BrHfNO8 as an isolated structure in a non-equilibrium geometry (ωB97M-V/def2-TZVPD, OMol25).

Last column: Mulliken charge in e.
CARTESIAN COORDINATES (ANGSTROEM)
Hf 22.14363 -26.43385 27.12761  1.576
Br 19.84400 -26.54781 25.49442  -0.334
N 20.78544 -26.48630 29.86404  1.272
O 20.23107 -26.73898 30.86634  -0.639
O 22.00177 -26.39670 29.70871  -0.612
O 20.31425 -26.45752 28.77840  -0.527
C 23.67095 -30.16746 25.00521  -1.349
C 23.80963 -28.72209 24.54972  0.402
C 23.36576 -28.62127 23.08703  -1.403
O 23.23560 -27.77668 25.42142  0.137
H 23.84202 -30.44424 26.04551  0.180
H 24.36894 -30.86644 24.54441  0.429
H 22.64337 -30.48454 24.82733  0.319
H 24.88179 -28.56306 24.43452  0.161
H 22.28609 -28.75658 23.02281  0.344
H 23.69284 -29.48713 22.51136  0.430
H 23.69905 -27.65812 22.70057  0.258
C 23.65023 -24.82152 24.40465  -0.879
O 22.63333 -24.73934 25.32227  -0.443
C 21.77200 -23.58310 25.06810  -0.759
C 21.25355 -23.00648 26.39419  -0.536
O 21.10670 -24.07589 27.40699  -0.233
C 20.47959 -23.39336 28.58555  -0.808
H 24.20670 -23.89989 24.23420  0.409
H 23.26705 -25.10365 23.42400  0.347
H 24.41871 -25.56386 24.62023  0.199
H 20.94267 -23.82373 24.40294  0.330
H 22.21320 -22.69480 24.61605  0.439
H 20.32729 -22.52699 26.07759  0.421
H 21.93051 -22.23159 26.75389  0.442
H 20.16555 -24.08335 29.36874  0.279
H 19.66767 -22.73047 28.28646  0.320
H 21.29961 -22.80375 28.99547  0.352
C 25.34194 -27.81098 27.86506  -0.995
O 23.94183 -27.83784 28.11620  -0.022
C 23.72687 -28.83291 29.10271  -0.689
C 22.22606 -29.34102 28.96276  -0.826
O 21.63013 -28.72232 27.79578  0.451
C 20.79146 -29.63119 27.04372  -0.975
H 25.57033 -26.97995 27.19773  0.197
H 25.82230 -28.72686 27.52082  0.369
H 25.77179 -27.46842 28.80632  0.368
H 23.91220 -28.58417 30.14764  0.360
H 24.32748 -29.70535 28.84537  0.508
H 21.73801 -29.08638 29.90354  0.272
H 22.26088 -30.42781 28.88671  0.613
H 21.20726 -30.63097 27.16886  0.463
H 20.82316 -29.37065 25.98579  0.201
H 19.80443 -29.62590 27.50614  0.185

**Calculated total energy**: -101052.7465 eV
**Orbital gap**: 7.019 eV
**Multiplicity**: 1
**Total charge**: +1
**Molecular weight**: 559.7 g mol⁻¹

# C9H25B3NO6S

A 2-piece molecular cluster, C9H25B3NO6S overall in a non-equilibrium geometry (ωB97M-V/def2-TZVPD, OMol25).

Last column: Mulliken charge in e.
CARTESIAN COORDINATES (ANGSTROEM)
O -5.35525 -0.41625 2.91556  -0.608
S -4.44072 -0.36515 1.81782  0.997
O -4.72606 -0.97322 0.54540  -0.580
C -3.92317 1.31053 1.51219  -0.602
B -3.70500 1.53282 -0.03584  0.274
O -2.45172 1.39360 -0.61902  -0.100
B -2.16171 2.43056 -1.49727  0.528
O -3.14203 2.81061 -2.37702  -0.485
B -4.43778 2.83944 -1.87693  0.613
O -4.73220 1.97658 -0.83488  -0.562
H -3.27061 -0.90608 2.25274  0.053
H -3.00393 1.46536 2.07937  0.352
H -4.70117 1.95824 1.91421  0.352
H -1.14242 3.03470 -1.39366  -0.157
H -5.23332 3.61506 -2.27927  -0.084
C 0.52217 0.39424 1.62189  -1.353
C 1.87724 -0.17459 1.25131  -0.396
N 1.84514 -1.54495 0.59901  -0.044
C 1.23025 -2.51312 1.56389  -1.027
C 3.26518 -2.03263 0.38169  -0.323
C 4.13978 -1.25347 -0.58393  -1.193
C 0.99946 -1.60923 -0.65275  -0.796
C 1.26476 -0.64396 -1.79325  -0.485
O 1.09738 0.68186 -1.36415  -0.045
C 1.76555 1.66215 -2.15750  -0.864
H 0.02993 -0.17580 2.40899  0.370
H 0.69431 1.39731 2.01240  0.450
H -0.13604 0.49310 0.76075  0.289
H 2.49629 -0.30676 2.13990  0.583
H 2.39191 0.48982 0.56778  0.253
H 1.77849 -2.47012 2.50190  0.395
H 1.29139 -3.51400 1.14406  0.433
H 0.19024 -2.25221 1.72730  0.428
H 3.17495 -3.07091 0.06346  0.373
H 3.70874 -2.02883 1.37676  0.479
H 3.97198 -1.53803 -1.61889  0.345
H 5.17524 -1.49841 -0.34983  0.435
H 4.03532 -0.17415 -0.48945  0.257
H -0.02877 -1.47838 -0.31944  0.551
H 1.10314 -2.62814 -1.02874  0.366
H 0.50611 -0.91209 -2.54136  0.340
H 2.23777 -0.79053 -2.26214  0.320
H 2.14461 1.23924 -3.08892  0.403
H 2.59765 2.09347 -1.59633  0.282
H 1.05692 2.45227 -2.39783  0.180

**Calculated total energy**: -36376.8273 eV
**Orbital gap**: 10.789 eV
**Multiplicity**: 1
**Total charge**: +1
**Molecular weight**: 307.8 g mol⁻¹

Which value of molecular weight does entry 5 give?
559.7 g mol⁻¹

What is the total charge in the fourth record?
0